Version a
C4H8OS | ωB97M-V/def2-TZVPD

Geometry as ORCA input:
```
! wB97M-V def2-TZVPD RIJCOSX def2/J DEFGRID3
* xyz 0 1
C 0.62 -2.51 -1.54
C 0.30 -1.88 -0.42
C 0.00 2.28 1.04
C -0.28 0.73 0.71
O -1.29 0.49 -0.20
S 1.16 -0.11 -0.07
H -0.04 -3.42 -1.59
H 1.50 -2.49 -2.18
H -0.50 -2.22 0.13
H -0.34 2.92 0.13
H 1.07 2.45 1.25
H -0.66 2.65 1.94
H -0.40 0.22 1.77
H -1.16 0.91 -0.99
*
```

The value obtained for the HOMO energy is -8.553 eV. Its SMILES is C=CS[C@@H](C)O. For the HOMO-LUMO gap, the calculation gives 9.4821 eV.



Version b
C4H8OS | ωB97M-V/def2-TZVPD

Geometry as ORCA input:
```
! wB97M-V def2-TZVPD RIJCOSX def2/J DEFGRID3
* xyz 0 1
C -0.80 0.33 0.62
C 0.06 1.28 1.42
C 1.29 1.03 0.34
C 0.20 0.47 -0.50
H -0.82 -1.64 0.58
H -1.78 0.52 0.27
H 0.11 0.54 2.45
H -0.21 2.25 1.71
H 2.19 0.40 0.91
H 1.89 1.87 -0.11
H -0.40 1.24 -0.88
H -1.42 -1.20 -1.72
O -0.71 -0.97 1.35
S 0.10 -0.93 -1.58
*
```

The value obtained for the HOMO energy is -9.081 eV. Its SMILES is O[C@H]1CC[C@H]1S. For the HOMO-LUMO gap, the calculation gives 9.5146 eV.



Energetically preferred structure: version a | next structure: +27.3 kcal/mol



Version a
C22H23N3O | ωB97M-V/def2-TZVPD

Geometry as ORCA input:
```
! wB97M-V def2-TZVPD RIJCOSX def2/J DEFGRID3
* xyz 0 1
C 1.19 -3.33 0.06
C -0.22 -2.93 0.08
N -1.26 -3.83 0.03
C -2.39 -3.08 0.05
C -3.77 -3.63 0.05
C -2.00 -1.71 0.11
N -0.65 -1.64 0.15
H 1.82 -2.44 0.00
H 1.44 -3.89 0.97
H 1.38 -3.97 -0.81
H -4.50 -2.81 0.05
H -3.96 -4.25 -0.84
H -3.95 -4.25 0.94
H -2.68 -0.87 0.12
C -3.75 2.98 3.78
O -2.35 2.98 4.15
C -1.50 2.29 3.34
C -1.91 1.67 2.14
C -0.95 1.11 1.32
C 0.40 0.97 1.72
C 1.32 0.28 0.86
C 1.41 0.56 -0.50
C 2.44 0.07 -1.42
C 3.57 -0.71 -1.25
C 4.39 -0.97 -2.36
C 4.08 -0.44 -3.62
C 2.95 0.38 -3.81
C 2.15 0.61 -2.70
N 1.01 1.42 -2.57
C 0.43 2.23 -3.62
C 0.58 1.40 -1.28
C 0.78 1.54 2.97
C -0.13 2.24 3.73
H -4.23 3.58 4.55
H -3.90 3.45 2.79
H -4.16 1.96 3.77
H -2.96 1.65 1.84
H -1.25 0.72 0.35
H 2.10 -0.34 1.30
H 3.79 -1.10 -0.25
H 5.28 -1.58 -2.24
H 4.72 -0.67 -4.47
H 2.70 0.83 -4.77
H 0.96 2.02 -4.55
H -0.64 1.98 -3.73
H 0.51 3.30 -3.38
H -0.27 1.99 -0.96
H 1.82 1.46 3.28
H 0.16 2.76 4.64
*
```

The value obtained for the HOMO energy is -5.611 eV. For the HOMO-LUMO gap, the calculation gives 3.8020 eV.



Version b
C22H23N3O | ωB97M-V/def2-TZVPD

Geometry as ORCA input:
```
! wB97M-V def2-TZVPD RIJCOSX def2/J DEFGRID3
* xyz 0 1
N -8.98 0.07 -4.17
C -8.07 0.29 -3.48
N -4.41 1.67 1.07
O -5.82 1.69 0.69
C -3.74 1.29 0.03
C 6.80 -0.77 -0.82
C 6.35 -1.99 -0.28
C 6.16 0.43 -0.48
C -5.62 0.36 -3.18
C -7.06 0.99 -1.36
C -4.48 0.54 -2.40
C 5.35 -1.99 0.70
C 5.18 0.41 0.56
C -6.92 0.51 -2.66
C -5.92 1.24 -0.61
C -4.67 1.02 -1.10
C 4.79 -0.79 1.15
N 2.44 -0.57 1.81
C 3.81 -0.80 2.29
C -2.24 1.29 0.06
C 1.95 -1.50 0.73
C 2.00 0.81 1.66
C -1.63 -0.05 0.52
C 0.42 -1.45 0.61
C 0.48 0.92 1.57
C -0.10 0.01 0.45
H 7.52 -0.80 -1.60
H 6.76 -2.95 -0.59
H 6.49 1.37 -0.94
H -5.48 0.07 -4.23
H -8.04 1.19 -0.93
H -3.48 0.33 -2.74
H 5.03 -2.96 1.10
H 4.78 1.36 0.88
H 4.09 -0.01 3.02
H 3.89 -1.75 2.81
H -1.94 2.05 0.81
H -1.81 1.60 -0.91
H 2.22 -2.52 0.99
H 2.41 -1.23 -0.25
H 2.41 1.45 2.49
H 2.45 1.23 0.74
H -1.92 -0.31 1.54
H -2.02 -0.82 -0.15
H 0.14 -2.01 -0.28
H -0.04 -1.88 1.51
H 0.27 1.99 1.40
H 0.03 0.66 2.52
H 0.21 0.34 -0.54
*
```

The value obtained for the HOMO energy is -8.252 eV. Its SMILES is N#Cc1ccc2c(CCC3CCN(Cc4ccccc4)CC3)noc2c1. For the HOMO-LUMO gap, the calculation gives 7.9287 eV.



Energetically preferred structure: version b | next structure: +30.2 kcal/mol



Version a
H31O15 | ωB97M-V/def2-TZVPD

Geometry as ORCA input:
```
! wB97M-V def2-TZVPD RIJCOSX def2/J DEFGRID3
* xyz 1 1
O -3.25 0.89 -1.72
H 0.11 2.97 -2.59
H -3.24 0.87 -2.66
O -1.62 -3.87 0.56
H 0.20 -2.70 0.28
H -1.74 -3.48 1.47
O -0.97 -0.74 -2.51
H 1.57 1.94 1.36
H 0.00 -0.30 -1.16
O -3.06 0.94 2.87
H -0.67 -1.10 3.81
H -2.40 0.63 2.26
O 2.27 3.90 -1.48
H 2.24 4.51 -0.74
H 3.16 4.00 -1.84
O -0.12 3.60 -1.90
H -1.00 -0.90 -3.47
H -1.54 -1.58 -2.15
O 2.27 1.90 1.98
H 0.35 4.40 -2.09
H 3.19 -1.58 -0.69
O -1.44 1.87 -0.22
H -1.39 -4.82 0.67
H 3.60 -3.23 -0.64
O 0.15 -1.60 4.02
H -0.74 2.45 -0.64
H 2.21 0.97 -0.40
O -3.03 -1.41 -0.75
H -0.82 1.18 0.26
O 1.17 -2.83 0.29
H 1.45 -3.70 0.09
H -2.33 -1.12 -0.08
O 3.67 -2.33 -0.99
H 0.85 -1.01 4.25
H -1.80 1.11 -0.96
O 1.39 1.48 -0.36
H 2.08 0.94 2.15
H 1.56 2.05 -1.15
O -0.22 -0.31 -0.18
H -4.14 1.02 -1.38
H 2.54 -1.51 1.53
O 2.58 -0.56 1.43
H 3.50 -0.54 1.01
H -3.88 0.57 2.59
H -3.21 -2.34 -0.55
H 0.49 -0.60 0.43
*
```

The value obtained for the HOMO energy is -12.925 eV. For the HOMO-LUMO gap, the calculation gives 9.9225 eV.



Version b
H31O15 | ωB97M-V/def2-TZVPD

Geometry as ORCA input:
```
! wB97M-V def2-TZVPD RIJCOSX def2/J DEFGRID3
* xyz 1 1
O -2.21 2.55 2.74
H -1.46 -3.26 -0.21
H -2.01 3.40 2.92
O 3.09 2.49 1.20
H 2.74 3.25 0.93
H 3.10 2.55 2.16
O -2.16 -2.59 -0.62
H 3.67 0.72 0.87
H -2.69 -2.29 0.19
O 0.26 -2.24 0.78
H -0.51 -0.39 -0.44
H 0.40 -2.25 1.63
O 1.31 1.03 -0.80
H 1.68 0.70 0.07
H 1.40 1.97 -1.12
O 3.65 -0.13 0.41
H -1.81 0.87 -1.81
H -1.38 -1.91 -1.08
O -2.75 0.49 -1.68
H -1.10 2.27 0.48
H 0.27 -1.39 -1.54
O -0.47 2.47 -3.26
H 2.41 -3.00 -2.06
H -0.62 2.29 -4.19
O -0.51 -0.87 -1.43
H 4.63 -0.49 0.66
H 0.69 0.01 -4.02
O 0.80 1.55 2.87
H -3.80 0.04 0.23
O -1.49 -1.81 3.58
H -1.25 -2.25 4.30
H -2.41 -1.53 3.47
O -0.58 1.62 0.09
H 0.39 2.79 -3.20
H 0.26 1.33 0.48
O 1.10 -0.80 -4.42
H -3.00 -0.30 -2.04
H 0.84 -1.60 -4.16
O -2.93 -0.47 0.55
H -1.60 2.04 3.21
H -2.52 0.01 -0.16
O 2.19 -3.36 -1.27
H 2.62 -4.20 -1.06
H 1.19 -1.99 0.34
H 0.76 0.83 3.44
H -0.20 1.84 2.96
*
```

The value obtained for the HOMO energy is -13.180 eV. For the HOMO-LUMO gap, the calculation gives 10.4658 eV.



Energetically preferred structure: version a | next structure: +73.6 kcal/mol



Version a
C3H4BNO2 | ωB97M-V/def2-TZVPD

Geometry as ORCA input:
```
! wB97M-V def2-TZVPD RIJCOSX def2/J DEFGRID3
* xyz 0 1
B -0.15 0.89 -0.02
C -2.49 0.06 -0.04
C -0.84 -1.64 0.09
C -1.15 -0.36 -0.09
N -3.62 0.25 0.02
O -0.61 2.18 0.05
O 1.23 0.59 -0.01
H -1.72 -2.24 0.11
H 0.23 -1.90 0.07
H -0.09 2.83 0.36
H 1.82 1.19 -0.31
*
```

The value obtained for the HOMO energy is -10.407 eV. Its SMILES is C=C(C#N)B(O)O. For the HOMO-LUMO gap, the calculation gives 10.4946 eV.



Version b
C3H4BNO2 | ωB97M-V/def2-TZVPD

Geometry as ORCA input:
```
! wB97M-V def2-TZVPD RIJCOSX def2/J DEFGRID3
* xyz 0 1
B 0.44 2.26 -0.85
C -1.27 -1.18 -0.21
C 0.39 -1.63 1.60
C -0.31 -1.56 0.50
N -2.00 -1.16 -1.21
O 1.68 2.63 -0.90
O -0.70 2.03 -0.95
H 1.10 -2.47 2.05
H 0.61 -0.70 2.20
H 2.34 2.04 -0.67
H -2.28 -0.25 -1.56
*
```

The value obtained for the HOMO energy is -8.672 eV. Its SMILES is C=C=C=N.O=BO. For the HOMO-LUMO gap, the calculation gives 8.5664 eV.



Version c
C3H4BNO2 | ωB97M-V/def2-TZVPD

Geometry as ORCA input:
```
! wB97M-V def2-TZVPD RIJCOSX def2/J DEFGRID3
* xyz 0 1
B -0.21 -1.17 1.24
C 0.91 -1.39 -1.49
C 0.33 -0.76 -0.21
C -0.31 1.53 0.06
N 1.27 -2.05 -2.35
O -1.01 -1.09 0.20
O 0.52 0.58 -0.59
H -0.26 -1.25 2.46
H -1.28 1.35 -0.18
H 0.07 2.56 -0.20
H -0.03 1.69 1.07
*
```

The value obtained for the HOMO energy is -10.031 eV. Its SMILES is CO[C@@]1(C#N)BO1. For the HOMO-LUMO gap, the calculation gives 10.3088 eV.



Energetically preferred structure: version a | next structure: +64.8 kcal/mol



Version a
C6H11N3O2S | ωB97M-V/def2-TZVPD

Geometry as ORCA input:
```
! wB97M-V def2-TZVPD RIJCOSX def2/J DEFGRID3
* xyz 0 1
C -2.63 -0.36 -0.50
C 1.44 0.38 1.64
C -0.07 0.74 1.74
C 2.06 1.37 0.61
C -1.98 -1.08 -1.56
C 0.20 0.62 -0.66
N -2.08 0.40 0.36
N 0.74 -0.69 -1.23
N -0.68 0.19 0.53
O -0.20 -2.58 -2.57
O 1.19 1.55 -0.51
S -0.48 -1.82 -1.37
H -3.74 -0.18 -0.50
H 1.99 0.54 2.52
H 1.45 -0.63 1.29
H -0.61 0.11 2.45
H -0.30 1.75 2.14
H 2.09 2.35 1.09
H 3.08 1.03 0.29
H -2.49 -1.72 -2.28
H -0.42 1.18 -1.44
H 1.69 -0.47 -1.64
H -0.24 -2.68 -0.38
*
```

The value obtained for the HOMO energy is -7.970 eV. Its SMILES is O=[S@@H]1=CC=NN2CCCO[C@H]2N1. For the HOMO-LUMO gap, the calculation gives 8.3384 eV.



Version b
C6H11N3O2S | ωB97M-V/def2-TZVPD

Geometry as ORCA input:
```
! wB97M-V def2-TZVPD RIJCOSX def2/J DEFGRID3
* xyz 0 1
C 1.74 1.47 -0.21
C -3.06 0.09 -0.01
C 0.55 -0.55 0.16
C -0.48 0.75 -0.61
C 0.64 -1.73 -0.77
C 2.89 -0.33 0.99
N 0.52 1.70 -0.84
N 1.74 0.22 0.33
N -4.20 0.25 0.67
O 2.65 2.26 -0.19
O -2.85 -0.71 -0.88
S -1.80 1.25 0.54
H 0.08 -0.80 1.12
H -0.96 0.33 -1.49
H 1.11 -1.45 -1.71
H -0.36 -2.11 -0.97
H 1.23 -2.52 -0.31
H 2.61 -0.74 1.96
H 3.35 -1.12 0.39
H 3.61 0.47 1.12
H 0.30 2.65 -1.08
H -4.99 -0.34 0.44
H -4.30 0.97 1.36
*
```

The value obtained for the HOMO energy is -9.119 eV. Its SMILES is C[C@@H]1[C@@H](SC(N)=O)NC(=O)N1C. For the HOMO-LUMO gap, the calculation gives 9.6128 eV.



Energetically preferred structure: version b | next structure: +164.8 kcal/mol